Formula: C2H4N2O
Source: the OMol25 dataset
Level of theory: the ωB97M-V functional and the def2-TZVPD basis

Each line ends with the Mulliken charge.
Element x y z (Å)
C  1.671  -0.208  0.458  -0.24
C  -0.748  0.991  0.216  -0.29
N  -2.189  -0.727  -0.459  -0.90
N  -1.462  0.196  -0.244  0.65
O  1.805  -0.460  -0.736  -0.42
H  2.218  0.668  0.827  0.32
H  -0.410  1.995  0.138  0.32
H  1.279  -1.070  1.050  0.29
H  -2.165  -1.386  -1.249  0.27

* 2S+1: 1
* HOMO-LUMO gap: 9.6 eV
* strongest force on any atom: 3.59 eV Å⁻¹
* energy relative to the best compared isomer or geometry (same formula, charge and spin): 446.36 kJ/mol
* LUMO: 0.02494 Eh
* DFT total energy: -263.19326 hartree


Formula: C3H3NO
Source: the OMol25 dataset
Level of theory: the ωB97M-V functional and the def2-TZVPD basis

Each line ends with the Mulliken charge.
Element x y z (Å)
C  -1.107  3.168  1.558  0.13
C  -0.297  1.423  -0.736  0.34
C  0.010  0.175  -0.098  -0.71
N  -0.574  2.424  -1.216  -0.37
O  -1.331  2.205  2.107  -0.16
H  1.059  -0.073  -0.250  0.26
H  -0.619  -0.609  -0.523  0.25
H  -0.182  0.252  0.972  0.27

* 2S+1: 1
* HOMO-LUMO gap: 12.6 eV
* strongest force on any atom: 0.70 eV Å⁻¹
* energy relative to the best compared isomer or geometry (same formula, charge and spin): 5.07 kJ/mol
* LUMO: 0.03000 Eh
* DFT total energy: -246.08961 hartree


Formula: C21H64N14O9
Source: the OMol25 dataset
Level of theory: the ωB97M-V functional and the def2-TZVPD basis

Each line ends with the Mulliken charge.
Element x y z (Å)
C  13.750  -6.614  0.927  -1.23
O  14.554  -5.404  0.911  -0.12
C  13.718  -4.299  1.170  -0.90
C  14.557  -2.975  1.364  0.66
C  15.409  -3.086  2.627  -1.36
N  13.737  -1.869  1.570  -0.62
H  13.252  -6.658  1.896  0.40
H  14.210  -7.546  0.600  0.30
H  13.020  -6.478  0.130  0.31
H  13.064  -4.087  0.323  0.30
H  12.993  -4.466  1.966  0.60
H  15.171  -2.859  0.471  0.02
H  14.751  -3.260  3.479  0.31
H  16.147  -2.374  2.996  0.42
H  16.039  -3.974  2.567  -0.07
H  12.972  -2.172  2.156  0.39
H  13.290  -1.447  0.769  0.25
C  17.668  -5.869  -8.469  -0.77
O  18.455  -5.904  -7.338  -0.33
C  17.941  -6.825  -6.358  -0.83
C  18.373  -6.302  -4.976  1.65
C  19.895  -6.365  -4.754  -1.73
N  17.735  -7.042  -3.901  -0.86
H  16.587  -5.742  -8.410  0.32
H  17.853  -6.775  -9.046  0.33
H  18.035  -4.968  -8.961  0.22
H  16.892  -6.836  -6.656  0.44
H  18.397  -7.736  -6.746  0.28
H  18.126  -5.247  -4.857  -0.09
H  20.232  -7.401  -4.779  0.39
H  20.176  -5.821  -3.852  0.20
H  20.595  -6.028  -5.518  0.34
H  16.770  -6.763  -4.011  0.29
H  18.015  -6.715  -2.987  0.22
C  11.059  -2.516  -1.245  -0.77
O  12.341  -2.068  -1.691  -0.03
C  12.361  -1.522  -2.968  -0.66
C  13.752  -0.926  -3.348  0.29
C  13.893  -0.632  -4.850  -1.38
N  14.806  -1.860  -2.912  -0.53
H  10.735  -3.439  -1.726  0.17
H  10.314  -1.720  -1.255  0.39
H  11.252  -2.750  -0.198  0.24
H  12.212  -2.320  -3.696  0.18
H  11.646  -0.700  -2.948  0.44
H  13.769  0.064  -2.893  0.30
H  14.720  0.049  -5.054  0.39
H  13.111  0.085  -5.099  0.45
H  14.007  -1.466  -5.543  0.16
H  14.762  -2.215  -1.968  0.30
H  14.668  -2.728  -3.411  0.07
C  16.166  -7.706  3.542  -0.33
O  17.417  -7.939  2.865  -0.49
C  17.901  -6.747  2.157  0.10
C  18.454  -5.601  3.013  0.35
C  19.235  -4.539  2.182  -1.14
N  19.461  -6.171  3.875  -0.77
H  16.277  -6.890  4.256  0.27
H  15.895  -8.593  4.116  0.32
H  15.358  -7.567  2.824  -0.03
H  18.768  -7.079  1.585  0.24
H  17.137  -6.485  1.425  -0.17
H  17.855  -5.001  3.697  0.14
H  18.572  -4.208  1.381  0.28
H  20.206  -4.929  1.879  0.31
H  19.346  -3.626  2.767  0.31
H  19.012  -7.016  4.199  0.34
H  20.215  -6.539  3.314  0.33
N  16.403  -3.124  -7.277  -0.06
C  15.779  -2.379  -8.168  0.72
N  16.537  -1.308  -8.447  -0.46
O  14.656  -2.609  -8.599  -0.68
H  17.387  -2.944  -7.135  0.17
H  15.941  -3.904  -6.834  -0.07
H  16.114  -0.598  -9.027  0.24
H  17.370  -1.185  -7.889  0.16
N  15.680  -5.110  -1.383  0.65
C  14.966  -5.322  -2.441  0.60
N  15.598  -5.058  -3.507  0.36
O  13.755  -5.522  -2.477  -1.04
H  16.680  -5.041  -1.506  -0.46
H  15.244  -5.315  -0.496  0.24
H  16.444  -4.564  -3.260  0.36
H  15.126  -4.938  -4.392  -0.31
N  19.553  -5.182  -0.902  -0.20
C  19.347  -4.215  -1.681  0.31
N  20.331  -3.426  -1.858  -0.45
O  18.238  -4.101  -2.276  -0.67
H  18.967  -6.005  -0.915  0.15
H  20.459  -5.258  -0.464  0.19
H  20.222  -2.831  -2.666  0.29
H  21.077  -3.358  -1.180  0.16
N  12.121  -3.933  -6.916  -0.34
C  12.910  -4.339  -5.994  0.24
N  12.323  -4.655  -4.835  0.03
O  14.123  -4.748  -6.158  -0.72
H  12.597  -3.954  -7.807  0.33
H  11.115  -3.986  -6.836  0.18
H  12.775  -5.161  -4.087  -0.04
H  11.333  -4.837  -4.915  0.23
N  12.218  -8.017  -2.147  -0.14
C  11.006  -7.897  -2.596  0.51
N  10.628  -6.706  -2.732  -0.19
O  10.326  -8.841  -2.883  -0.73
H  12.900  -7.272  -2.119  0.17
H  12.498  -8.947  -1.869  0.18
H  11.395  -6.101  -2.474  0.10
H  9.648  -6.505  -2.869  0.21

* 2S+1: 1
* structure (SMILES): COC[C@H](C)N.COC[C@H](C)N.COC[C@H](C)N.COC[C@H](C)N.NC(N)=O.NC(N)=O.NC(N)=O.NC(N)=O.NC(N)=O
* HOMO-LUMO gap: 8.9 eV
* strongest force on any atom: 6.91 eV Å⁻¹
* energy relative to the best compared isomer or geometry (same formula, charge and spin): 425.00 kJ/mol
* LUMO: 0.00340 Eh
* DFT total energy: -2282.24619 hartree


Formula: C2H6N4O
Source: the OMol25 dataset
Level of theory: the ωB97M-V functional and the def2-TZVPD basis

Each line ends with the Mulliken charge.
Element x y z (Å)
C  -2.510  0.297  -0.338  0.54
C  1.651  -1.158  0.300  -0.59
N  1.510  1.481  -0.215  -0.79
N  0.554  0.838  0.381  0.62
N  -3.160  -0.642  -0.616  -0.41
N  0.514  -0.353  0.857  -0.51
O  -2.210  1.389  -0.150  -0.44
H  2.640  -0.644  0.542  0.26
H  1.483  -2.118  0.878  0.26
H  1.427  -1.228  -0.812  0.26
H  1.166  2.319  -0.573  0.20
H  -0.221  1.361  0.751  0.30
H  -2.843  -1.543  -1.006  0.30

* 2S+1: 1
* HOMO-LUMO gap: 9.4 eV
* strongest force on any atom: 4.71 eV Å⁻¹
* energy relative to the best compared isomer or geometry (same formula, charge and spin): 384.16 kJ/mol
* LUMO: 0.02283 Eh
* DFT total energy: -373.96405 hartree


Formula: C16H19MnN2OS
Source: the OMol25 dataset
Level of theory: the ωB97M-V functional and the def2-TZVPD basis

Each line ends with the Mulliken charge.
Element x y z (Å)
Mn  2.261  -0.379  -2.588  0.30
C  4.326  -0.237  -2.239  -0.44
C  3.721  -1.049  -1.257  -0.41
C  3.132  -2.157  -1.908  -0.42
C  3.370  -2.029  -3.288  -0.43
C  4.107  -0.842  -3.492  -0.49
H  4.885  0.665  -2.057  0.44
H  3.750  -0.885  -0.193  0.55
H  2.628  -2.977  -1.426  0.49
H  3.071  -2.730  -4.048  0.46
H  4.459  -0.471  -4.441  0.48
C  1.317  0.160  3.110  -1.48
C  1.220  0.290  1.594  0.12
C  0.063  1.186  1.205  -0.69
N  -0.034  1.380  -0.278  0.06
C  -0.265  0.485  -1.209  0.00
S  0.302  0.797  -2.856  -0.45
N  -0.941  -0.643  -0.991  0.07
C  -1.779  -1.101  0.120  0.39
O  -1.591  -2.210  0.517  -0.49
C  -2.841  -0.175  0.589  0.09
C  -3.388  -0.380  1.849  -0.35
C  -4.398  0.461  2.292  -0.63
C  -4.862  1.483  1.465  -0.35
C  -4.326  1.668  0.196  -0.82
C  -3.308  0.836  -0.241  0.04
H  2.143  -0.493  3.396  0.38
H  0.402  -0.265  3.535  0.34
H  1.485  1.132  3.585  0.37
H  1.078  -0.694  1.144  0.24
H  2.144  0.698  1.179  0.29
H  0.177  2.188  1.615  0.57
H  -0.875  0.814  1.592  0.05
H  0.482  2.165  -0.645  0.34
H  -0.792  -1.363  -1.681  0.26
H  -3.021  -1.192  2.466  0.45
H  -4.832  0.317  3.275  0.42
H  -5.657  2.135  1.809  0.40
H  -4.708  2.448  -0.454  0.42
H  -2.906  0.963  -1.240  0.42

* 2S+1: 2
* HOMO-LUMO gap (alpha / beta): 8.2 / 7.5 eV
* strongest force on any atom: 1.23 eV Å⁻¹
* net charge: +1
* LUMO (alpha / beta): -0.14559 / -0.14023 Eh
* DFT total energy: -2354.71674 hartree


Formula: C4HCl
Source: the OMol25 dataset
Level of theory: the ωB97M-V functional and the def2-TZVPD basis

Each line ends with the Mulliken charge.
Element x y z (Å)
C  2.015  0.092  -0.011  0.00
C  0.841  -0.286  -0.096  0.23
C  -0.361  -0.682  -0.479  -0.73
C  -2.299  -0.113  0.851  0.02
Cl  -3.224  0.617  -0.213  0.08
H  3.028  0.371  -0.052  0.39

* 2S+1: 1
* HOMO-LUMO gap (alpha / beta): 6.6 / 6.5 eV
* strongest force on any atom: 2.03 eV Å⁻¹
* energy relative to the best compared isomer or geometry (same formula, charge and spin): 0.00 kJ/mol
* LUMO (alpha / beta): -0.04977 / -0.05946 Eh
* DFT total energy: -612.81342 hartree


Formula: C24H26FNO4
Source: the OMol25 dataset
Level of theory: the ωB97M-V functional and the def2-TZVPD basis

Each line ends with the Mulliken charge.
Element x y z (Å)
C  6.357  4.366  0.016  -1.51
C  5.237  3.375  -0.039  1.51
C  5.462  2.045  0.290  -1.22
C  4.444  1.111  0.251  -0.43
C  3.170  1.508  -0.129  -1.47
N  2.114  0.571  -0.175  0.70
C  2.066  -0.524  -1.012  0.37
C  3.144  -0.809  -1.997  -1.55
C  0.902  -1.188  -0.772  -0.79
C  0.205  -0.484  0.254  0.86
C  -1.060  -0.817  0.866  0.41
O  -1.612  -0.146  1.717  -0.68
C  -1.685  -2.125  0.366  -1.08
O  -2.840  -2.472  1.107  -0.52
C  -4.026  -2.646  0.428  0.07
C  -4.644  -3.895  0.567  0.51
C  -3.977  -4.951  1.418  -0.48
O  -3.776  -4.543  2.746  -0.62
C  -5.857  -4.137  -0.058  -0.94
C  -6.426  -3.140  -0.824  0.16
F  -7.596  -3.381  -1.455  -0.35
C  -5.842  -1.896  -0.952  -0.74
C  -4.639  -1.630  -0.312  0.91
C  -4.061  -0.235  -0.383  -0.45
O  -5.019  0.745  -0.702  -0.60
C  0.996  0.612  0.591  0.38
C  0.757  1.659  1.613  -1.53
C  2.933  2.835  -0.462  -0.21
C  3.951  3.775  -0.420  0.99
C  3.670  5.201  -0.779  -1.76
H  7.279  3.890  0.339  0.38
H  6.122  5.173  0.709  0.33
H  6.523  4.812  -0.965  0.32
H  6.452  1.734  0.588  0.32
H  4.629  0.084  0.526  0.63
H  3.488  0.110  -2.468  0.32
H  2.767  -1.481  -2.763  0.41
H  4.002  -1.285  -1.521  0.28
H  0.575  -2.075  -1.277  0.53
H  -1.905  -2.042  -0.702  0.46
H  -0.951  -2.930  0.506  0.65
H  -4.601  -5.846  1.465  0.39
H  -3.014  -5.223  0.952  0.20
H  -3.290  -3.707  2.723  0.37
H  -6.351  -5.090  0.043  0.44
H  -6.319  -1.126  -1.538  0.59
H  -3.316  -0.169  -1.184  0.21
H  -3.566  0.001  0.568  0.36
H  -5.673  0.775  0.005  0.37
H  0.151  1.244  2.414  0.45
H  0.200  2.493  1.185  0.29
H  1.697  2.037  2.010  0.33
H  1.939  3.131  -0.763  0.41
H  3.887  5.857  0.063  0.34
H  4.297  5.517  -1.613  0.34
H  2.629  5.331  -1.060  0.38

* 2S+1: 1
* structure (SMILES): Cc1ccc(-n2c(C)cc(C(=O)COc3c(CO)cc(F)cc3CO)c2C)cc1C
* HOMO-LUMO gap: 8.9 eV
* strongest force on any atom: 0.83 eV Å⁻¹
* energy relative to the best compared isomer or geometry (same formula, charge and spin): 95.18 kJ/mol
* LUMO: 0.02017 Eh
* DFT total energy: -1385.72385 hartree